1.
{
  "formula": "C27H46Br9F9N4O10",
  "method": "ωB97M-V with the def2-TZVPD basis set",
  "max_force_ev_per_a": 6.4,
  "homo_lumo_gap_ev": 8.999,
  "elements": ["Br", "Br", "Br", "Br", "Br", "Br", "Br", "Br", "Br", "F", "F", "F", "F", "F", "F", "F", "F", "F", "O", "O", "O", "O", "O", "O", "O", "O", "O", "O", "N", "N", "N", "N", "C", "C", "C", "C", "C", "C", "C", "C", "C", "C", "C", "C", "C", "C", "C", "C", "C", "C", "C", "C", "C", "C", "C", "C", "C", "C", "C", "H", "H", "H", "H", "H", "H", "H", "H", "H", "H", "H", "H", "H", "H", "H", "H", "H", "H", "H", "H", "H", "H", "H", "H", "H", "H", "H", "H", "H", "H", "H", "H", "H", "H", "H", "H", "H", "H", "H", "H", "H", "H", "H", "H", "H", "H"],
  "positions_angstrom": [[2.286, -6.419, 2.010], [3.429, 6.658, -5.671], [2.719, -3.588, 3.700], [7.585, -2.884, -2.064], [1.478, 4.316, -6.793], [3.486, 5.806, -8.819], [5.297, -5.114, 2.904], [9.161, -1.288, 0.138], [8.729, 0.221, -2.611], [-5.749, -3.357, 7.109], [-4.998, -1.658, 5.991], [4.544, -0.346, -8.935], [5.304, -1.988, -10.263], [3.954, -0.669, -11.075], [-1.795, -9.343, -1.741], [-2.936, -10.588, -3.002], [-5.720, -3.374, 4.894], [-3.882, -9.484, -1.364], [-2.914, -11.286, 0.502], [-2.274, -12.555, -1.436], [7.445, 5.591, 2.431], [2.729, -3.206, -10.323], [2.383, -1.982, -8.404], [-4.571, 4.242, -1.694], [-7.472, -0.762, 5.960], [-8.274, -2.853, 5.575], [-1.206, 7.615, 6.021], [0.572, -1.543, -1.233], [0.344, 8.433, 4.436], [8.368, 4.171, 3.840], [-0.124, 0.546, -0.959], [-5.991, 5.754, -0.757], [-2.828, -10.181, -1.734], [0.190, 7.555, 3.310], [-6.299, 3.418, -0.214], [7.216, 3.586, 4.443], [-0.334, 8.368, 5.648], [3.449, -4.821, 2.278], [-0.510, -13.630, -0.128], [7.945, -1.136, -1.369], [-5.964, -2.621, 5.941], [0.139, -2.701, -8.498], [-8.731, -0.112, 5.721], [-1.450, -1.295, -0.208], [-5.557, 4.481, -0.964], [1.057, 1.285, -1.287], [-5.402, 6.898, -1.361], [-8.772, 1.037, 6.717], [-1.912, -13.766, -0.677], [9.732, 5.663, 2.506], [3.273, 5.199, -6.973], [0.134, 9.481, 6.620], [-2.676, -11.374, -0.756], [3.089, -2.254, -9.571], [-0.308, -0.773, -0.858], [-7.430, -2.044, 5.950], [8.410, 5.068, 2.879], [1.498, -2.904, -7.788], [4.296, -1.273, -9.926], [6.393, 3.776, 3.754], [7.116, 4.173, 5.356], [-2.690, -14.108, 0.006], [1.032, 8.987, 6.992], [-5.693, 3.041, 0.609], [-2.198, -0.550, -0.480], [-5.719, 7.237, -2.348], [9.226, 3.770, 4.192], [0.079, -13.301, -0.983], [1.858, -3.916, -7.971], [0.416, 10.370, 6.057], [0.909, 2.365, -1.285], [-0.730, -3.276, -8.177], [-0.588, 6.843, 3.587], [3.616, -4.337, 1.316], [9.699, 6.698, 2.845], [1.191, 7.146, 3.166], [1.639, 0.944, -2.144], [-1.001, 1.047, -0.955], [10.570, 5.189, 3.017], [-0.476, -12.872, 0.655], [-1.763, -2.279, -0.557], [7.442, 2.521, 4.391], [-8.117, 1.842, 6.381], [9.921, 5.633, 1.432], [0.968, 9.226, 4.408], [-4.318, 6.857, -1.265], [1.767, 1.164, -0.469], [6.976, -0.793, -1.008], [-7.323, 3.674, 0.060], [-6.786, 6.061, -0.215], [0.318, -2.823, -9.566], [-1.397, -1.461, 0.867], [-0.019, 8.212, 2.466], [-0.641, 9.639, 7.370], [-0.192, -1.678, -8.318], [1.393, -2.770, -6.711], [4.035, 4.478, -6.680], [-8.564, 0.733, 7.743], [-0.038, -14.478, 0.368], [-8.960, 0.172, 4.694], [-1.940, -14.490, -1.491], [-6.560, 2.630, -0.920], [-9.620, -0.732, 5.839], [-9.782, 1.442, 6.657], [-5.615, 7.776, -0.751]],
  "atomic_forces_ev_per_a": [[1.087, 1.211, 0.297], [-0.061, -0.476, -0.594], [-0.009, -0.769, -1.368], [0.143, 0.151, -0.435], [1.200, 0.469, -0.037], [0.119, -0.278, 0.875], [-0.613, -0.567, -0.431], [-0.285, 0.075, -0.072], [-0.755, -1.023, 0.488], [-0.594, 0.488, -1.579], [-0.889, -0.382, -0.325], [-0.024, -1.480, -1.620], [2.260, -1.003, 0.799], [-0.447, 1.004, 0.476], [0.626, -0.082, 0.662], [-0.594, -0.247, 0.122], [-0.357, -0.099, 0.051], [-0.695, 0.101, -0.116], [1.247, -0.352, -6.262], [-0.846, 2.708, 1.903], [-3.327, 0.892, -1.491], [2.242, 3.878, 2.624], [3.052, 1.322, -1.033], [-1.908, 0.402, 1.409], [-0.257, 0.987, -0.024], [0.670, 1.666, 1.457], [0.176, -0.772, -0.996], [0.507, -0.108, -0.193], [-0.958, 0.487, 2.446], [2.115, -1.635, 0.800], [-2.237, 1.682, -0.097], [-0.670, 0.536, -0.249], [0.366, -0.149, -0.369], [0.808, 0.866, 0.391], [-0.803, -0.603, -0.694], [-0.160, 0.684, -1.295], [0.101, 1.719, 0.021], [0.186, 0.047, 1.140], [0.006, 0.837, 0.247], [0.429, 0.472, 0.163], [1.295, 0.669, 2.811], [0.169, 0.524, 0.168], [-1.451, 0.488, 0.999], [-3.456, -0.346, 0.663], [1.480, 0.247, -0.988], [1.516, -0.234, 0.752], [1.410, 1.632, 0.419], [-0.576, 0.381, -1.047], [-0.254, -0.412, -0.680], [1.129, -0.349, 0.298], [-1.001, 0.168, 0.191], [0.124, -1.222, -1.182], [0.106, -2.811, 4.589], [-3.651, -3.649, -0.236], [4.759, -1.596, -0.952], [0.066, -3.723, -3.253], [1.880, 1.177, 0.136], [-1.815, -1.309, -1.396], [-2.892, 0.592, 0.319], [-0.269, 0.040, 0.335], [-0.755, -1.127, 0.554], [0.004, 0.691, 0.282], [0.127, 0.548, 0.737], [-0.238, -0.050, -0.056], [-1.007, -0.332, 0.707], [0.021, -0.841, -0.335], [0.107, 0.405, -0.360], [0.404, -0.050, 0.266], [0.086, -0.028, 0.007], [-0.074, 0.174, 0.351], [-0.548, -0.216, -0.456], [0.468, -0.588, 0.140], [0.175, -0.096, -0.513], [-0.666, 0.098, 0.340], [-0.007, 0.019, -0.195], [-0.341, -0.808, -0.424], [-0.597, 0.004, -0.398], [0.317, 0.394, 0.211], [0.137, -0.072, -0.052], [-0.100, 0.336, -0.187], [0.249, 0.217, -0.549], [-0.628, -0.073, 1.185], [0.237, -0.076, 0.335], [-0.230, 0.036, 0.082], [-0.022, -0.363, -0.405], [0.064, -0.299, -0.655], [0.143, -0.190, 0.239], [0.455, 0.323, -0.132], [0.272, 0.686, 0.711], [-0.049, -1.296, 0.161], [-0.281, -0.102, 0.055], [0.364, 0.730, 0.064], [-0.487, -0.591, -0.358], [0.371, 0.057, -0.075], [0.225, 0.236, -0.137], [0.609, 0.613, -0.154], [-0.258, 0.106, -0.432], [0.069, -0.054, -0.205], [-0.450, -0.479, -0.504], [1.347, 0.370, -0.316], [0.181, -0.089, 0.046], [0.807, -0.384, -0.047], [0.527, -0.832, 0.830], [-0.086, 0.119, 0.267], [-0.364, -0.049, 0.335]]
}

=====

2.
{
  "formula": "C27H46BrIrNOP2S",
  "method": "ωB97M-V with the def2-TZVPD basis set",
  "multiplicity": 6,
  "max_force_ev_per_a": 4.2,
  "homo_lumo_gap_ev": [5.503, 3.379],
  "total_charge": 4,
  "elements": ["Ir", "Br", "S", "P", "P", "O", "N", "C", "C", "C", "C", "C", "C", "C", "C", "C", "C", "C", "C", "C", "C", "C", "C", "C", "C", "C", "C", "C", "C", "C", "C", "C", "C", "C", "H", "H", "H", "H", "H", "H", "H", "H", "H", "H", "H", "H", "H", "H", "H", "H", "H", "H", "H", "H", "H", "H", "H", "H", "H", "H", "H", "H", "H", "H", "H", "H", "H", "H", "H", "H", "H", "H", "H", "H", "H", "H", "H", "H", "H", "H"],
  "positions_angstrom": [[0.064, -0.275, -0.325], [-0.879, 1.234, -5.104], [1.321, -1.840, 0.441], [-1.090, -1.382, -1.869], [-1.200, 0.066, 1.508], [0.775, -3.233, 0.451], [3.868, 2.403, 4.880], [-2.842, 0.643, 0.892], [1.473, 1.554, -3.298], [0.002, -1.792, -4.376], [-2.252, -3.731, -2.710], [-2.248, -2.567, 1.941], [-2.844, 2.129, 0.524], [2.946, 3.227, 4.400], [-0.516, 2.874, -2.751], [0.381, -1.677, -2.920], [-1.891, -2.958, -1.445], [2.897, -1.891, -0.427], [-1.507, -1.410, 2.589], [4.109, 1.350, 2.756], [4.428, 1.482, 4.113], [-2.346, -0.183, -2.383], [-3.396, -0.660, -3.382], [2.526, 3.214, 3.061], [1.978, -1.504, 2.087], [0.144, 1.910, -3.503], [-0.667, 1.293, 2.810], [2.661, 1.902, 0.871], [0.049, 0.733, 4.045], [2.060, 1.897, -2.059], [0.027, 3.171, -1.505], [1.179, 2.444, -1.086], [1.421, 2.236, 0.355], [3.075, 2.194, 2.223], [-1.754, 0.626, -2.835], [-3.608, 0.425, 1.657], [-1.424, 3.310, -3.170], [0.940, -1.935, -4.934], [3.667, -1.608, 0.292], [2.468, -0.511, 2.049], [3.122, 1.776, -1.811], [-4.197, -1.246, -2.902], [1.973, 1.053, -4.122], [4.636, 0.645, 2.115], [0.232, 1.553, 4.752], [0.568, 2.575, 0.990], [-2.681, -3.189, 2.742], [-1.533, -3.185, 1.375], [-0.542, -1.754, 2.988], [-2.772, 2.757, 1.426], [1.189, -1.549, 2.839], [-3.789, 2.381, 0.019], [-2.060, -1.059, 3.474], [-1.208, -3.542, -0.797], [-2.782, -2.662, -0.864], [-3.067, -2.206, 1.296], [-3.836, 0.254, -3.798], [-2.981, -1.245, -4.212], [-0.713, -2.607, -4.577], [5.155, 0.768, 4.563], [0.840, -2.602, -2.527], [1.873, 3.975, 2.662], [-1.362, -4.110, -3.234], [2.499, 3.910, 5.130], [-2.840, -3.129, -3.418], [-1.568, 1.858, 3.116], [-0.017, 2.040, 2.325], [-3.096, -0.003, 0.032], [-0.442, -0.830, -4.714], [3.068, -2.923, -0.755], [2.869, -1.182, -1.256], [-2.862, -4.583, -2.388], [1.030, 0.319, 3.768], [-0.412, 3.911, -0.841], [3.285, 1.210, 0.282], [-2.833, 0.256, -1.494], [-2.010, 2.382, -0.150], [2.706, -2.304, 2.308], [-0.538, -0.033, 4.582], [1.100, -0.839, -2.788]],
  "atomic_forces_ev_per_a": [[0.868, 3.234, -0.058], [1.529, 2.324, 1.487], [1.199, -3.999, 0.753], [-0.958, -1.115, 1.724], [-2.101, -0.539, 0.845], [0.474, 1.748, 0.059], [-0.471, 0.216, -1.808], [-0.217, -0.328, 0.645], [1.463, 0.125, 1.230], [-0.038, 0.318, -1.081], [-0.290, -0.373, -0.272], [0.015, -0.358, -0.087], [-0.162, 0.054, -0.026], [-0.895, 1.560, 2.280], [-0.179, 0.855, 1.492], [-0.221, 0.106, 0.627], [0.392, 0.380, 0.063], [0.247, 0.082, 0.069], [0.213, 0.176, -0.006], [-1.051, 1.486, -0.412], [2.332, -2.275, 1.466], [0.316, 0.299, -0.618], [-0.460, 0.128, -0.294], [0.862, -1.135, -0.786], [0.438, -0.069, 0.065], [-1.482, -0.694, -3.073], [0.177, 0.615, -0.381], [-0.420, -0.434, 0.924], [0.094, -0.117, 0.072], [-0.486, -0.650, -1.933], [-0.818, -0.193, -1.224], [0.397, -0.345, 1.562], [-1.184, 1.030, -1.058], [0.075, -1.239, -1.717], [-0.411, -0.241, 0.310], [0.269, 0.141, -0.128], [0.193, 0.072, 0.462], [-0.492, -0.172, -0.109], [0.138, -0.068, -0.238], [-0.327, -0.533, 0.142], [-0.528, -0.308, -0.403], [0.353, 0.215, -0.203], [0.330, 0.007, 0.311], [0.141, 0.094, 0.381], [-0.150, -0.154, -0.086], [1.346, 0.263, -0.734], [0.096, 0.182, -0.446], [-0.510, 0.212, 0.109], [-0.459, 0.065, -0.150], [-0.060, -0.161, -0.375], [0.237, 0.104, -0.303], [0.356, 0.005, 0.186], [0.016, 0.251, -0.360], [-0.351, 0.399, -0.300], [0.275, -0.248, -0.223], [0.230, -0.299, 0.268], [-0.179, -0.340, -0.038], [-0.104, 0.258, 0.211], [0.535, 0.325, 0.040], [-0.448, 0.568, -0.095], [-0.188, 0.321, -0.048], [-0.107, 0.215, 0.269], [-0.340, 0.004, 0.312], [0.027, 0.055, -0.169], [0.152, -0.411, 0.300], [0.206, -0.456, -0.195], [-0.493, -0.371, 0.595], [0.092, 0.279, 0.800], [0.461, -1.561, 0.259], [-0.076, 0.202, -0.008], [0.141, -0.244, -0.025], [0.148, 0.074, -0.328], [-0.303, 0.009, 0.208], [-0.099, -0.204, -0.071], [0.118, 0.746, 0.218], [0.458, -0.402, -0.655], [-0.282, -0.104, 0.149], [-0.224, 0.287, -0.162], [0.400, 0.450, -0.251], [-0.244, -0.398, 0.043]]
}

=====

3.
{
  "formula": "C27H46BrNOP2ReS",
  "method": "ωB97M-V with the def2-TZVPD basis set",
  "multiplicity": 4,
  "max_force_ev_per_a": 5.2,
  "homo_lumo_gap_ev": [4.994, 2.821],
  "total_charge": 4,
  "elements": ["Re", "Br", "S", "P", "P", "O", "N", "C", "C", "C", "C", "C", "C", "C", "C", "C", "C", "C", "C", "C", "C", "C", "C", "C", "C", "C", "C", "C", "C", "C", "C", "C", "C", "C", "H", "H", "H", "H", "H", "H", "H", "H", "H", "H", "H", "H", "H", "H", "H", "H", "H", "H", "H", "H", "H", "H", "H", "H", "H", "H", "H", "H", "H", "H", "H", "H", "H", "H", "H", "H", "H", "H", "H", "H", "H", "H", "H", "H", "H", "H"],
  "positions_angstrom": [[1.608, -0.501, 0.391], [-3.419, -0.855, 1.059], [-2.214, 1.864, 3.187], [1.050, 1.546, -0.630], [-3.141, -1.643, -3.260], [-0.796, 1.497, 2.842], [6.439, -1.780, 3.999], [-0.104, 4.073, -0.727], [4.329, -1.213, 2.294], [-1.326, -1.340, -5.258], [3.077, -1.133, 1.492], [0.597, -1.621, 1.964], [5.213, -1.644, 4.508], [2.543, -2.252, 0.763], [1.097, 1.415, -2.421], [-0.251, 2.678, -0.134], [6.661, -1.596, 2.701], [-4.031, -4.207, -2.633], [2.627, 2.112, 0.129], [-3.675, -0.060, -2.538], [0.380, -2.135, -0.320], [2.459, 2.900, 1.426], [-5.199, 0.104, -2.598], [2.395, 0.865, -2.990], [-1.397, -1.479, -3.727], [-0.783, -1.282, 2.070], [-1.604, -1.356, 0.971], [1.098, -2.378, 0.872], [4.127, -1.309, 3.686], [-2.183, 3.653, 3.346], [5.631, -1.318, 1.780], [-0.932, -1.593, -0.240], [-2.454, 1.378, 4.904], [-3.422, -2.945, -2.010], [-1.966, -2.081, -5.752], [-0.265, 2.682, 0.965], [-1.194, 2.201, -0.442], [-0.861, -2.377, -3.387], [3.090, 2.700, -0.672], [3.182, 1.625, -2.987], [1.681, 2.486, 2.088], [-5.477, 1.147, -2.410], [0.249, 0.765, -2.690], [3.271, 1.220, 0.298], [-5.696, -0.518, -1.846], [-2.742, 0.319, 4.893], [-4.239, -4.940, -1.847], [-5.601, -0.168, -3.582], [-3.262, 1.992, 5.316], [-0.969, -0.600, -3.221], [-2.464, -3.189, -1.539], [0.873, 2.413, -2.818], [-3.187, 0.741, -3.114], [-1.276, 3.917, 3.901], [-4.078, -2.541, -1.224], [3.133, -1.236, 4.136], [-1.152, -0.943, 3.025], [-2.148, 4.057, 2.326], [-4.971, -3.987, -3.148], [-3.096, 3.967, 3.860], [-3.322, -0.030, -1.500], [0.750, -2.511, -1.275], [2.230, 0.570, -4.031], [-0.305, -1.489, -5.615], [-1.489, -1.421, -1.160], [-1.656, -0.349, -5.583], [3.400, 2.885, 1.993], [7.683, -1.738, 2.364], [2.359, -0.392, 2.075], [2.210, 3.952, 1.241], [5.859, -1.235, 0.721], [-3.345, -4.666, -3.351], [1.152, -1.683, 2.900], [0.484, 4.729, -0.077], [3.188, -2.949, 0.265], [0.363, 4.062, -1.716], [2.755, -0.013, -2.441], [5.051, -1.860, 5.567], [-1.095, 4.520, -0.841], [-1.507, 1.525, 5.438]],
  "atomic_forces_ev_per_a": [[1.095, 4.995, 0.807], [0.275, -0.047, 0.176], [1.315, 0.926, 1.464], [-0.877, 0.472, -0.048], [0.384, 0.481, 1.577], [-0.757, -0.240, -0.211], [-0.067, -0.008, 0.370], [-0.087, 0.467, -0.044], [0.925, 0.487, 0.430], [0.162, 0.097, -0.381], [2.523, -1.393, 0.082], [-1.451, -0.580, 1.331], [-0.076, 0.081, -1.040], [0.199, -2.290, 1.008], [-0.363, 0.598, -0.402], [-0.533, -0.111, 0.292], [-0.775, -0.040, 0.008], [-0.121, -0.361, -0.059], [-0.352, -0.021, -0.457], [-0.389, 0.296, -0.914], [-1.674, -0.657, -1.426], [0.055, 0.155, 0.603], [-0.350, 0.082, 0.100], [0.238, 0.028, -0.241], [0.075, -0.434, -0.397], [-0.320, -0.222, -0.024], [0.774, 0.435, -0.110], [0.792, -1.201, 0.892], [0.017, -0.284, -0.065], [-0.247, 0.440, -0.798], [-0.321, -0.207, 0.342], [-0.925, -0.764, -0.714], [-0.416, -0.856, 0.005], [-0.451, -0.328, -0.188], [0.222, 0.097, 0.054], [0.086, 0.045, -0.426], [0.147, 0.067, -0.051], [-0.166, 0.106, -0.131], [0.458, -0.206, 0.192], [-0.055, -0.170, 0.019], [0.245, 0.012, -0.234], [0.066, -0.245, -0.004], [0.215, 0.290, 0.181], [0.303, 0.222, -0.165], [0.037, 0.066, -0.143], [0.016, 0.253, 0.224], [0.040, 0.111, -0.162], [0.099, 0.118, 0.218], [0.078, -0.129, -0.111], [-0.280, -0.221, -0.106], [0.001, 0.009, -0.217], [0.086, -0.246, -0.193], [-0.040, -0.194, 0.121], [-0.205, -0.183, 0.012], [0.072, 0.041, -0.401], [0.228, 0.027, -0.150], [-0.029, -0.149, 0.106], [-0.070, 0.077, 0.310], [0.136, -0.047, 0.114], [0.085, -0.035, -0.115], [0.115, -0.082, -0.189], [-0.166, 0.043, 0.119], [0.149, 0.030, 0.178], [-0.121, 0.027, 0.055], [0.417, -0.034, 0.216], [0.009, -0.138, 0.053], [-0.237, 0.055, -0.215], [-0.078, 0.146, -0.014], [-0.026, 0.149, -0.100], [0.086, -0.288, -0.075], [-0.103, -0.010, 0.151], [-0.125, 0.042, 0.100], [-0.353, 0.061, -0.170], [-0.068, -0.148, -0.200], [0.307, -0.077, -0.353], [-0.127, 0.134, 0.164], [0.010, -0.013, -0.068], [0.250, 0.222, -0.283], [0.176, 0.066, -0.033], [-0.173, 0.106, -0.245]]
}